Formula: C10H19AuNOSi
Source: the OMol25 dataset
Level of theory: ωB97M-V with the def2-TZVPD basis set

Its multiplicity is 3. The charge is -1. Its energy relative to the best compared isomer or geometry (same formula, charge and spin) is 0.000 eV.

The geometry in XYZ format:
```
33
Properties=species:S:1:pos:R:3:forces:R:3
C -0.5444 1.4869 -2.3691 -0.5 0.5 0.2
C 0.8070 1.2079 -1.9565 -0.3 0.3 1.0
C 0.8447 1.1702 -0.5643 -1.0 -0.4 -0.9
C -0.5510 1.2930 -0.0513 0.3 0.6 -1.1
C -1.3538 1.6166 -1.2426 0.5 -0.8 -0.8
Au -0.8529 -0.8579 0.2998 0.0 2.7 1.0
N -3.8242 -0.1716 0.8128 -1.2 1.2 0.8
C 0.5578 -2.1417 -0.5798 1.1 -1.9 -1.4
C 1.9282 -2.0853 -0.6538 -2.2 1.2 0.9
H 1.6996 0.9022 0.0329 -0.1 0.1 0.2
H 1.6495 1.0534 -2.6364 -0.3 0.1 0.3
H -0.7947 1.6912 0.9303 0.2 0.0 -0.2
H -2.4277 1.8022 -1.2310 0.3 0.1 0.0
H -0.8483 1.6155 -3.4131 0.0 -0.1 0.4
H 2.4569 -1.6735 -1.5393 -0.5 -0.9 0.5
H -0.0793 -2.4993 0.3035 1.3 -1.0 0.6
H -3.1872 -0.8246 0.4059 1.0 -1.2 -0.8
H 2.3982 -2.0074 0.3308 0.3 -0.1 -0.5
H -0.1539 -2.2648 -1.3906 0.9 0.2 -1.2
C -1.3874 0.9229 3.9679 0.1 0.1 0.2
Si 0.2971 0.1087 3.5975 0.2 -0.4 -0.8
C 1.6308 0.9129 4.6976 0.0 0.1 0.1
C 0.1497 -1.7033 4.1732 0.0 0.2 0.3
O 0.6634 0.1356 2.0498 0.1 -0.3 0.8
H -1.6040 0.9126 5.0481 -0.1 0.0 -0.2
H -2.1984 0.3965 3.4408 0.2 0.1 0.1
H -1.3992 1.9705 3.6310 0.0 -0.2 0.1
H 1.4201 0.7877 5.7694 0.0 0.0 -0.1
H 2.6148 0.4652 4.4957 -0.2 0.0 0.0
H 1.7175 1.9893 4.4943 0.0 -0.2 0.0
H -0.6907 -2.2033 3.6754 0.1 0.1 0.1
H 1.0651 -2.2570 3.9263 -0.1 0.1 0.0
H -0.0057 -1.7499 5.2581 0.0 -0.2 0.0
```
Positions in Å, forces in eV/Å.

Here are the Mulliken charges for atoms 1 to 4, given in e: -0.24 -0.49 -0.84 -0.46